{"formula": "C3H5NO", "method": "ωB97M-V/def2-TZVPD", "species": ["N", "C", "C", "C", "O", "H", "H", "H", "H", "H"], "xyz": [[-1.47, -0.76, -0.80], [-0.37, -0.36, -0.11], [-0.06, 0.87, 0.32], [1.28, 0.29, 0.61], [0.78, -1.04, 0.13], [-1.47, -1.59, -1.38], [-0.65, 1.63, 0.81], [-1.72, 0.13, -1.18], [1.57, 0.25, 1.65], [2.10, 0.56, -0.05]], "nbo_charge": [-0.823, 0.508, -0.528, -0.053, -0.491, 0.401, 0.223, 0.402, 0.179, 0.182], "gap_ev": 9.00, "total_charge": 0, "energy_ev": -6727.27229, "multiplicity": 1}

***

{"formula": "C27H63BN2O5P", "method": "ωB97M-V/def2-TZVPD", "species": ["C", "C", "C", "C", "C", "C", "C", "C", "C", "C", "C", "C", "C", "C", "C", "C", "C", "C", "C", "N", "C", "O", "P", "B", "N", "O", "C", "C", "C", "C", "C", "O", "H", "H", "H", "H", "H", "H", "H", "H", "H", "H", "H", "H", "H", "H", "H", "H", "H", "H", "H", "H", "H", "H", "H", "H", "H", "H", "H", "H", "H", "H", "H", "H", "H", "H", "H", "H", "H", "H", "H", "H", "H", "H", "H", "H", "H", "H", "H", "H", "H", "H", "H", "H", "H", "H", "H", "H", "H", "C", "C", "O", "O", "H", "H", "H", "H", "H", "H"], "xyz": [[-7.28, -7.06, -0.20], [-7.75, -7.32, 1.27], [-7.74, -6.05, 2.21], [-6.85, -4.84, 1.71], [-6.34, -4.05, 3.01], [-4.79, -4.21, 3.20], [-4.05, -2.80, 3.25], [-2.60, -3.08, 3.85], [-1.63, -3.48, 2.64], [-0.66, -2.26, 2.42], [0.45, -2.55, 1.32], [1.86, -2.34, 2.02], [2.14, -0.79, 2.14], [3.15, -0.26, 1.03], [2.31, 0.31, -0.21], [2.59, 1.84, -0.37], [1.59, 2.62, -1.31], [0.12, 2.36, -0.82], [0.00, 2.47, 0.76], [-1.29, 3.18, 1.06], [2.01, 2.06, -2.76], [3.08, 2.88, -3.25], [2.79, 4.54, -2.76], [4.43, 4.73, -1.72], [5.61, 5.49, -2.27], [4.62, 4.22, -0.37], [1.39, 4.90, -4.03], [1.64, 4.10, -5.38], [-0.08, 4.63, -3.52], [-1.14, 4.95, -4.67], [-1.68, 3.56, -5.21], [1.78, 4.03, -1.44], [-6.18, -6.86, -0.17], [-7.44, -7.97, -0.82], [-7.77, -6.17, -0.66], [-7.17, -8.14, 1.75], [-8.81, -7.68, 1.23], [-7.45, -6.39, 3.24], [-8.79, -5.67, 2.29], [-5.95, -5.14, 1.14], [-7.51, -4.14, 1.15], [-6.82, -4.47, 3.93], [-6.64, -2.98, 2.96], [-4.55, -4.69, 4.19], [-4.28, -4.80, 2.40], [-3.91, -2.49, 2.18], [-4.62, -2.05, 3.83], [-2.19, -2.15, 4.32], [-2.60, -3.92, 4.57], [-2.20, -3.70, 1.70], [-1.03, -4.38, 2.90], [-1.24, -1.35, 2.12], [-0.21, -2.01, 3.42], [0.28, -1.83, 0.49], [0.37, -3.58, 0.88], [1.75, -2.81, 3.03], [2.68, -2.85, 1.47], [1.16, -0.25, 2.09], [2.54, -0.58, 3.17], [3.79, -1.08, 0.65], [3.73, 0.60, 1.45], [1.25, 0.04, -0.01], [2.63, -0.28, -1.10], [3.60, 1.93, -0.85], [2.72, 2.33, 0.63], [-0.62, 3.09, -1.21], [-0.20, 1.32, -1.09], [0.80, 3.09, 1.21], [-0.10, 1.45, 1.23], [-1.28, 3.49, 2.03], [-2.03, 2.50, 0.90], [1.12, 1.92, -3.44], [2.48, 1.04, -2.79], [3.68, 4.85, -3.90], [2.64, 5.97, -2.41], [5.72, 6.27, -1.61], [5.36, 5.94, -3.15], [4.36, 4.88, 0.28], [1.42, 5.98, -4.33], [1.41, 3.02, -5.28], [1.06, 4.58, -6.21], [2.71, 4.18, -5.70], [-0.25, 3.57, -3.24], [-0.31, 5.26, -2.63], [-2.02, 5.52, -4.28], [-0.71, 5.58, -5.49], [-2.14, 3.05, -4.32], [-0.86, 2.89, -5.55], [-2.49, 3.68, -5.97], [6.48, -0.06, 1.62], [7.82, 0.44, 2.12], [8.79, 0.31, 1.08], [6.59, -1.41, 1.19], [5.72, -0.01, 2.41], [6.14, 0.53, 0.76], [8.17, -0.18, 2.95], [7.76, 1.48, 2.44], [8.57, 0.96, 0.40], [7.45, -1.48, 0.76]], "mulliken_charge": [-1.012, -0.455, -0.585, -0.565, -0.762, -0.564, -0.756, -0.745, -0.788, -0.609, -0.485, -1.033, -0.545, -0.444, 0.084, -1.444, 1.456, -1.169, 0.284, -0.728, -0.632, -0.620, 0.244, 0.667, -0.747, -0.522, -0.146, -1.379, 0.503, -0.729, -0.969, -0.437, 0.253, 0.359, 0.274, 0.260, 0.273, 0.347, 0.265, 0.291, 0.291, 0.335, 0.459, 0.274, 0.293, 0.253, 0.453, 0.431, 0.388, 0.352, 0.297, 0.147, 0.399, 0.268, 0.475, 0.369, 0.457, 0.024, 0.463, 0.331, 0.355, -0.384, 0.396, 0.246, 0.346, 0.547, 0.332, 0.387, -0.352, 0.229, 0.237, 0.043, 0.299, -0.362, -0.216, 0.220, 0.257, 0.252, 0.567, 0.051, 0.358, 0.439, -0.558, 0.332, 0.332, 0.347, 0.214, 0.215, 0.371, 0.075, -0.619, -0.561, -0.542, 0.229, 0.148, 0.308, 0.326, 0.333, 0.353], "gap_ev": 5.36, "total_charge": -1, "energy_ev": -52202.29100, "multiplicity": 1}

***

- What is the formula in the first record?
  C3H5NO